Run w
Density functional theory data (wB97M-V/def2-TZVPD) for 2 unconnected molecules or ions with the total composition C3H8NO.

Each line ends with the Löwdin charge.
Geometry (Å):
N (-0.4609, 0.3450, -0.4720)  -0.085
C (-1.7429, -0.1226, -0.5415)  -0.466
H (1.4704, 1.6091, 0.7900)  0.052
H (-3.1756, -1.7558, -0.5612)  -0.019
H (0.8705, -0.4208, -0.0637)  0.029
O (1.8566, -0.4308, 0.3306)  -0.243
H (-1.5637, -2.1648, 0.1268)  -0.004
H (3.0858, 1.1596, 0.2243)  0.047
H (-0.5034, 1.1988, -1.0192)  -0.006
H (-2.4700, 0.4188, -1.1740)  0.064
H (2.5838, 0.7277, 1.8517)  0.052
C (2.2315, 0.8208, 0.8138)  -0.268
C (-2.1820, -1.3850, -0.3057)  -0.151

Results
- Frontier orbital gap: 6.593 eV
- LUMO energy: 4.447 eV
- Molar mass: 74.10 g mol⁻¹
- HOMO level: -2.15 eV
- Charge: -1

***

Run x
Density functional theory data (wB97M-V/def2-TZVPD) for a gas-phase ion, C3H8NO (charge -1).

Each line ends with the Löwdin charge.
Geometry (Å):
C (-0.2260, -0.3642, 1.9389)  -0.140
H (0.2549, -1.1477, -0.0572)  0.016
H (-0.1932, 1.4974, -0.4090)  0.064
H (-0.0407, 0.7392, 2.2401)  0.066
O (1.1461, 0.6741, -2.2727)  -0.397
N (-0.5649, 0.5322, -0.5392)  -0.089
C (-0.0848, 0.1320, -1.9907)  -0.532
H (-0.9045, 0.3785, -2.7175)  0.063
H (-1.3061, -0.2503, 2.2313)  0.050
H (0.2329, -1.0803, 2.5776)  0.020
C (0.3227, -0.2855, 0.4460)  -0.292
H (-0.0886, -0.9289, -1.9739)  0.037
H (1.4522, 0.1036, 0.5264)  0.132

Results
- Frontier orbital gap: 6.545 eV
- Structure (SMILES): CCNC[O-]
- LUMO energy: 4.165 eV
- Molar mass: 74.10 g mol⁻¹
- HOMO level: -2.38 eV
- Charge: -1

***

Run y
Density functional theory data (wB97M-V/def2-TZVPD) for a gas-phase ion, C3H8NO (charge -1).

Each line ends with the Löwdin charge.
Geometry (Å):
H (1.4213, 0.1379, -1.6893)  0.078
H (-2.1681, -1.0689, -0.0737)  0.062
H (2.3896, 1.2848, 0.6718)  0.091
C (1.3394, 1.4228, 0.0438)  -0.158
O (-0.7646, -0.5069, 1.4315)  -0.422
H (0.3639, 1.5517, 0.7851)  0.104
C (-1.0982, -1.0454, 0.1492)  -0.516
C (0.9172, 0.1617, -0.7064)  -0.380
H (-1.2741, 0.5157, -1.2432)  0.133
H (1.0735, -0.8055, -0.2181)  0.098
N (-0.4804, -0.1660, -0.8420)  -0.172
H (1.4767, 2.3720, -0.5799)  0.040
H (-0.7532, -2.0050, -0.1295)  0.045

Results
- Frontier orbital gap: 6.722 eV
- Structure (SMILES): CCNC[O-]
- LUMO energy: 4.605 eV
- Molar mass: 74.10 g mol⁻¹
- HOMO level: -2.12 eV
- Charge: -1

***

Stability, highest: run w

***

Run w
Density functional theory data (wB97M-V/def2-TZVPD) for 2 unconnected molecules or ions with the total composition C3H8NO.

Each line ends with the Löwdin charge.
Geometry (Å):
O (-1.9251, 0.6868, 0.4051)  -0.208
H (2.9885, -1.6681, -0.9799)  -0.009
C (1.4550, 0.0164, -1.1638)  -0.557
C (1.9334, -1.2854, -1.1567)  -0.195
H (-1.2686, 0.1997, -0.1887)  0.028
H (-1.0935, -0.3669, 2.3602)  0.069
H (2.2964, 0.7924, -0.7221)  0.088
H (1.2665, -2.0317, -1.6096)  -0.016
H (-2.8239, 0.2394, 2.1567)  0.043
H (0.2309, 1.3675, -1.8555)  -0.015
C (-1.7838, 0.3463, 1.8621)  -0.159
H (-1.4935, 1.2971, 2.3765)  0.054
N (0.2175, 0.4064, -1.4842)  -0.123

Results
- Frontier orbital gap: 5.971 eV
- LUMO energy: 4.083 eV
- Molar mass: 74.10 g mol⁻¹
- HOMO level: -1.89 eV
- Charge: -1

***

Run x
Density functional theory data (wB97M-V/def2-TZVPD) for 2 unconnected molecules or ions with the total composition C3H8NO.

Each line ends with the Löwdin charge.
Geometry (Å):
H (0.0654, -0.0202, 1.7153)  0.035
H (0.9210, 1.3157, -0.6109)  0.014
H (0.5534, -0.7220, -0.8826)  0.048
H (-1.4501, -0.9679, 2.3109)  0.063
O (0.5969, 3.4039, -0.9467)  -0.427
H (-0.1857, -2.3797, -1.2359)  0.060
C (0.3280, -1.7422, -0.4892)  -0.146
H (1.2852, -2.2151, -0.1982)  0.063
H (-0.4768, 1.9958, 0.2335)  0.014
N (-0.5250, -1.7920, 0.7505)  -0.108
H (-0.6294, 1.7317, -1.4889)  0.033
C (-0.6261, -0.7838, 1.5684)  -0.075
C (0.1430, 2.1756, -0.7262)  -0.573

Results
- Frontier orbital gap: 6.027 eV
- LUMO energy: 3.919 eV
- Molar mass: 74.10 g mol⁻¹
- HOMO level: -2.11 eV
- Charge: -1

***

Stability, highest: run w

***

Run w
Density functional theory data (wB97M-V/def2-TZVPD) for C4H5NO2 in the gas phase.

Each line ends with the Löwdin charge.
Geometry (Å):
H (-1.0274, 1.5884, 1.7722)  0.103
O (0.0658, -1.6957, -0.8052)  0.031
H (1.7868, -1.5368, -1.8220)  0.149
N (-0.5373, 0.2786, 0.1459)  -0.116
C (-0.9728, 1.5497, 0.6829)  -0.094
H (-1.7004, -1.4531, 0.2757)  0.143
H (-1.8185, 2.0018, 0.1630)  0.095
C (1.3956, -1.3836, -0.8091)  -0.307
H (1.2768, 1.2960, 0.3579)  0.074
C (-0.7791, -0.9653, -0.0088)  -0.099
O (2.0221, -1.0153, 0.1419)  0.088
C (0.2885, 1.3352, -0.0944)  -0.067

Results
- Frontier orbital gap (spin up / spin down): 8.393 / 8.394 eV
- LUMO energy (spin up / spin down): 0.912 / 0.912 eV
- Molar mass: 99.09 g mol⁻¹
- HOMO level (spin up / spin down): -7.48 / -7.48 eV

***

Run x
Density functional theory data (wB97M-V/def2-TZVPD) for 2 unconnected molecules or ions with the total composition C4H5NO2.

Each line ends with the Löwdin charge.
Geometry (Å):
H (-3.4844, 0.9850, 0.6916)  0.101
C (-1.7039, -0.6508, 0.4242)  -0.085
C (2.4545, -0.1257, -0.3229)  -0.039
H (-1.7079, -1.4804, 1.1052)  0.078
H (3.2945, -0.8200, 0.2463)  0.137
O (1.1039, -0.5148, 0.1287)  -0.070
H (2.4283, -0.2954, -1.5330)  0.138
O (0.1288, 1.5087, -0.2259)  0.067
H (2.5878, 0.9960, -0.1181)  0.094
N (-2.5534, -0.3289, -0.7326)  0.115
C (0.1659, 0.3340, 0.0654)  -0.411
C (-2.7141, 0.3924, 0.2711)  -0.125

Results
- Frontier orbital gap: 9.597 eV
- LUMO energy: 0.878 eV
- Molar mass: 99.09 g mol⁻¹
- HOMO level: -8.72 eV

***

Run y
Density functional theory data (wB97M-V/def2-TZVPD) for C4H5NO2 in the gas phase.

Each line ends with the Löwdin charge.
Geometry (Å):
N (-1.9509, -2.1580, -0.2067)  -0.279
H (-1.1428, 0.2402, -2.2868)  0.145
C (-1.1925, -1.4887, 0.5776)  0.036
O (-2.0687, -1.4622, -1.4402)  0.054
H (-0.9994, -1.5598, 1.5929)  0.117
C (-0.5785, -0.3145, -0.1895)  -0.205
H (1.3824, -0.0115, 0.8605)  0.129
H (0.1318, 1.3358, 0.8564)  0.053
C (0.5439, 0.5870, 0.2601)  -0.050
H (1.0924, 0.7281, -0.6299)  0.057
C (-1.1206, -0.4848, -1.4430)  -0.074
O (-2.6521, -3.1530, -0.1424)  0.017

Results
- Frontier orbital gap: 9.312 eV
- Structure (SMILES): Cc1co[n+]([O-])c1
- LUMO energy: 0.729 eV
- Molar mass: 99.09 g mol⁻¹
- HOMO level: -8.58 eV

***

Run z
Density functional theory data (wB97M-V/def2-TZVPD) for a molecular structure, C4H5NO2.

Each line ends with the Löwdin charge.
Geometry (Å):
H (-2.4436, -1.0986, -0.3952)  0.135
H (1.0098, -0.8708, -1.1452)  0.123
H (0.9335, 0.7089, -1.9320)  0.118
H (1.2908, -0.3662, 1.0302)  0.265
O (0.0170, 0.4799, 2.5126)  0.094
C (0.7377, 0.6842, 0.2549)  0.004
H (1.0229, 1.7558, 0.2994)  0.150
C (0.5131, 0.1059, -1.1172)  -0.212
O (-0.8102, -0.9851, 0.8802)  0.027
N (-0.9207, -0.0821, -1.2900)  0.070
C (0.0160, 0.1178, 1.3612)  -0.570
C (-1.4329, -0.7030, -0.3157)  -0.205

Results
- Frontier orbital gap: 10.399 eV
- LUMO energy: 0.250 eV
- Molar mass: 99.09 g mol⁻¹
- HOMO level: -10.15 eV

***

Stability, highest: run z

***

Run w
Density functional theory data (wB97M-V/def2-TZVPD) for C4H5NO2 in the gas phase.

Each line ends with the Löwdin charge.
Geometry (Å):
C (1.3518, 0.2015, 0.1675)  -0.054
H (0.4861, -1.7199, 0.8050)  0.145
C (-0.5672, -1.0081, -0.9758)  -0.224
H (-1.8911, 1.2128, 1.2811)  0.143
H (-0.5568, -0.2031, -1.7368)  0.133
H (2.3749, -0.0830, 0.4997)  0.121
O (-0.9033, 1.9581, -0.2674)  0.063
C (-0.9503, 1.2272, 0.6790)  -0.264
C (0.2903, -0.8240, 0.2291)  -0.260
O (-1.1957, -2.0247, -1.1404)  0.071
N (0.1567, 0.3429, 1.1098)  0.017
H (1.4047, 0.9203, -0.6509)  0.108

Results
- Frontier orbital gap: 10.710 eV
- Structure (SMILES): O=C[C@H]1CN1C=O
- LUMO energy: 0.651 eV
- Molar mass: 99.09 g mol⁻¹
- HOMO level: -10.06 eV

***

Run x
Density functional theory data (wB97M-V/def2-TZVPD) for 2 unconnected molecules or ions with the total composition C4H5NO2.

Each line ends with the Löwdin charge.
Geometry (Å):
C (1.4552, -1.0828, -0.2994)  -0.167
H (-0.5952, 0.2498, -1.8230)  0.170
H (-0.1020, 1.1945, 2.4338)  0.062
H (0.1785, 1.5088, 1.8229)  0.019
C (0.7538, 0.9826, -0.3222)  -0.005
C (-0.3305, 0.0372, -0.7819)  -0.286
H (2.0883, -1.9594, -0.1796)  0.148
H (-1.5946, -0.6611, 0.9130)  0.136
O (-2.4618, 0.8744, -0.0907)  0.086
N (1.8251, 0.1514, -0.0575)  0.047
O (0.2392, -1.3069, -0.7271)  0.024
C (-1.5805, 0.0820, 0.0918)  -0.234

Results
- Frontier orbital gap: 8.181 eV
- LUMO energy: -0.864 eV
- Molar mass: 99.09 g mol⁻¹
- HOMO level: -9.04 eV

***

Stability, highest: run w

***

Run w
Density functional theory data (wB97M-V/def2-TZVPD) for C4H5NO2 in the gas phase.

Each line ends with the Löwdin charge.
Geometry (Å):
C (-1.4850, -0.3513, -0.7204)  -0.041
O (2.7895, -0.6081, 1.5091)  0.131
C (-0.1270, 0.1121, -0.3113)  -0.328
C (1.7687, -0.2092, 1.0357)  -0.298
O (1.4006, 1.3835, 0.7209)  0.004
H (-1.8540, -1.1317, -0.0408)  0.084
H (0.6361, -1.7569, 0.0679)  0.161
H (-0.4621, 2.1993, 0.0215)  0.132
C (0.2263, 1.3508, 0.0600)  -0.145
H (-1.5289, -0.7399, -1.7410)  0.077
N (0.8714, -0.7710, 0.1095)  0.141
H (-2.1774, 0.4939, -0.6493)  0.082

Results
- Frontier orbital gap: 9.015 eV
- Structure (SMILES): Cc1coc(=O)[nH]1
- LUMO energy: 0.600 eV
- Molar mass: 99.09 g mol⁻¹
- HOMO level: -8.41 eV

***

Run x
Density functional theory data (wB97M-V/def2-TZVPD) for C4H5NO2 in the gas phase.

Each line ends with the Löwdin charge.
Geometry (Å):
C (-1.3366, -0.5162, -0.5670)  -0.090
C (-1.1654, 0.7384, 0.2089)  -0.108
N (-0.4805, -0.4776, 0.6115)  -0.009
H (-2.2387, -1.1137, -0.4948)  0.107
O (1.6515, 1.5777, 0.1706)  0.076
O (1.3359, -1.8496, 0.5098)  0.114
H (-0.5854, 1.5474, -0.2204)  0.097
C (0.8781, -0.7348, 0.4439)  -0.410
H (-1.9504, 1.0342, 0.9027)  0.113
H (-0.8303, -0.5648, -1.5316)  0.119
H (2.8488, -0.0347, -0.1657)  0.130
C (1.8730, 0.3938, 0.1321)  -0.139

Results
- Frontier orbital gap: 9.367 eV
- Structure (SMILES): O=CC(=O)N1CC1
- LUMO energy: -0.474 eV
- Molar mass: 99.09 g mol⁻¹
- HOMO level: -9.84 eV

***

Stability, highest: run w

***

Run w
Density functional theory data (wB97M-V/def2-TZVPD) for C4H5NO2 in the gas phase.

Each line ends with the Löwdin charge.
Geometry (Å):
H (-1.3329, -1.0498, -1.3683)  0.100
C (-0.8058, 0.7536, -0.3453)  -0.197
C (1.3745, -0.7031, 0.1108)  -0.144
C (-0.8860, -0.7787, -0.5241)  -0.126
H (2.1846, -1.2730, -0.1757)  0.103
H (-2.5086, 0.1502, 0.7085)  0.059
O (0.2335, -1.4879, 0.0653)  -0.048
C (-1.5215, 0.0053, 0.6284)  -0.071
N (1.4297, 0.6213, 0.0944)  0.028
H (-1.6066, 1.3028, -1.0353)  0.189
H (-1.1278, -0.0670, 1.7040)  0.168
O (0.4434, 1.6036, -0.0294)  -0.060

Results
- Frontier orbital gap: 10.308 eV
- Structure (SMILES): C1=NO[C@@H]2C[C@@H]2O1
- LUMO energy: 0.892 eV
- Molar mass: 99.09 g mol⁻¹
- HOMO level: -9.42 eV

***

Run x
Density functional theory data (wB97M-V/def2-TZVPD) for a molecular structure, C4H5NO2.

Each line ends with the Löwdin charge.
Geometry (Å):
O (1.3289, -1.6658, 2.2441)  0.046
H (-0.9712, 1.8289, -1.6600)  0.081
C (-0.4405, 0.2458, -0.1314)  -0.313
C (0.5504, -0.3500, -1.0099)  -0.119
N (-0.4413, -0.3916, 1.1638)  0.087
O (1.3456, -1.2054, -0.1249)  0.005
H (1.1860, 0.2210, -1.5435)  0.098
H (-2.0075, 1.8142, -0.1300)  0.018
H (0.1261, -1.0850, -1.6993)  0.143
C (-1.0964, 1.4757, -0.5619)  0.057
C (0.8114, -1.2137, 1.1828)  -0.410
H (-0.3914, 0.3260, 2.2704)  0.306

Results
- Frontier orbital gap: 9.079 eV
- LUMO energy: 0.055 eV
- Molar mass: 99.09 g mol⁻¹
- HOMO level: -9.02 eV

***

Run y
Density functional theory data (wB97M-V/def2-TZVPD) for C4H5NO2 in the gas phase.

Each line ends with the Löwdin charge.
Geometry (Å):
C (0.8463, 0.1903, 0.0903)  -0.528
H (-2.2228, -0.7311, 0.7722)  0.124
C (2.1842, 0.1578, 0.8378)  -0.169
H (-1.1563, 0.2784, -1.9111)  0.089
O (0.9006, 0.5598, -1.0991)  0.017
H (3.0446, 0.0981, 0.1448)  0.124
C (-1.3896, 0.3811, -0.8607)  0.154
N (-0.2271, -0.1267, 0.7911)  0.114
H (-1.7035, 1.3575, -0.5083)  0.107
O (2.3114, 0.2353, 2.0301)  0.082
H (-1.1986, -1.6943, -0.3571)  0.126
C (-1.3891, -0.7060, 0.0701)  -0.239

Results
- Frontier orbital gap (spin up / spin down): 8.560 / 8.564 eV
- LUMO energy (spin up / spin down): -0.919 / -0.918 eV
- Molar mass: 99.09 g mol⁻¹
- HOMO level (spin up / spin down): -9.48 / -9.48 eV

***

Run z
Density functional theory data (wB97M-V/def2-TZVPD) for C4H5NO2 in the gas phase.

Each line ends with the Löwdin charge.
Geometry (Å):
H (-2.8386, -1.6026, 0.3767)  0.086
C (2.8768, -0.4811, -0.0535)  0.037
O (0.2438, 1.8399, 0.1565)  0.084
O (-0.7057, -0.3035, 0.3303)  -0.097
H (-3.8552, -0.2573, -0.1965)  0.044
H (3.4795, -0.8116, -0.8860)  0.060
C (1.6446, -0.0659, 0.1265)  0.004
C (-2.9091, -0.5580, 0.0846)  -0.023
H (3.5112, -0.5679, 0.7819)  0.037
H (0.0163, 1.9929, -0.7976)  0.148
N (-1.9665, 0.2673, -0.0439)  0.004
C (0.5029, 0.5480, 0.1210)  -0.385

Results
- Frontier orbital gap: 9.707 eV
- Structure (SMILES): C=C=C(O)ON=C
- LUMO energy: 0.835 eV
- Molar mass: 99.09 g mol⁻¹
- HOMO level: -8.87 eV

***

Stability, highest: run x